Computed, not measured: a single C3H4N2O molecule at a distorted geometry, with wB97M-V/def2-TZVPD.

Output
HOMO energy (Ha): -0.3194
Molar mass (g/mol): 84.08
Spin multiplicity: 1
Structure (SMILES): O=c1[nH]cc[nH]1
DFT total energy (eV): -8202.05121
ΔE to the lowest compared entry with this formula, charge and spin (kJ/mol): 176.98

```
10
Properties=species:S:1:pos:R:3:forces:R:3:nbo_charge:R:1
C -0.938325 -0.856681 0.382281 -0.3 0.9 -0.9 -0.26
H -1.972014 1.040112 0.072242 0.2 0.1 -0.3 0.23
N 0.183156 1.048196 -0.098865 0.1 0.2 0.2 -0.60
C 1.173056 0.048255 -0.000971 0.5 -0.1 0.0 0.75
C -1.036969 0.500272 0.129087 0.4 0.5 0.4 0.03
H 0.913115 -1.954741 0.493063 -0.1 0.2 -0.1 0.42
H -1.513563 -0.879639 -0.608948 -0.5 -1.7 0.5 0.25
H 0.370973 1.945194 -0.515792 0.1 0.0 0.3 0.43
N 0.447225 -1.084414 0.285542 0.3 0.0 -0.2 -0.61
O 2.373344 0.193446 -0.137639 -0.7 0.0 0.1 -0.63
```
Forces are in eV/Å.


Computed, not measured: a molecular structure, C17H16Cl3CoN4O5SSi at a distorted geometry, with wB97M-V/def2-TZVPD.

Output
HOMO energy (spin up / spin down) (Ha): -0.1372 / -0.1556
Molar mass (g/mol): 581.78
Spin multiplicity: 4
DFT total energy (eV): -127997.87654
Charge: -1

```
48
Properties=species:S:1:pos:R:3:forces:R:3:lowdin_spin:R:1
O -1.775986 2.650381 -5.924871 -0.9 0.2 -1.0 0.00
C 3.475321 -1.212364 1.281870 0.0 0.6 0.2 0.00
C -1.361675 -2.109124 1.725409 -1.2 -1.3 0.3 0.00
O -0.237477 -3.584683 -2.559622 0.1 0.0 0.0 0.00
H 0.501318 1.223009 1.763025 -0.2 0.3 -0.3 0.00
Si 2.209348 0.115959 -1.581845 -0.3 -0.4 -0.2 0.05
C -0.761011 1.609715 -1.253815 0.3 0.3 -0.4 0.00
H -3.276616 -3.034990 1.892735 0.7 0.1 0.5 0.00
H -1.882190 4.549670 -5.071348 -0.6 -0.2 0.0 0.00
H -2.383271 2.751634 -6.715301 1.0 0.0 1.7 0.00
S -1.744224 -1.622015 0.153177 -0.2 0.7 -0.5 0.07
N -1.424954 3.097994 -3.672410 -0.5 0.0 0.6 0.00
O -2.383678 4.720715 -2.408906 0.5 -1.1 0.5 0.00
C -2.176172 3.507685 -4.867442 0.0 -0.3 0.6 0.00
H -0.674240 -3.377668 5.368929 -0.2 -0.4 -0.1 0.00
C -0.005697 1.749556 0.945803 -0.4 0.1 -0.7 0.00
H -3.256098 3.365190 -4.608969 0.6 0.5 -0.5 0.00
C -1.143673 3.622825 -0.050630 0.2 0.2 0.7 0.00
H -0.818512 1.001564 -2.170128 0.0 0.0 0.7 0.00
C -0.077252 -2.014827 2.286434 1.8 -0.4 1.7 0.00
H -1.528826 4.645613 0.093112 0.2 -0.6 -0.6 0.00
H -2.943406 -3.846931 4.257421 0.2 -0.1 -0.1 0.00
Cl 3.013406 1.789628 -0.643373 0.9 1.1 0.2 0.02
N 0.986981 -1.550511 1.544232 1.0 0.3 1.3 0.03
C 2.514509 -2.067022 3.359899 -0.8 0.4 0.4 0.00
C -0.879630 -3.164136 4.323338 -0.5 0.2 0.1 0.00
Cl 3.721374 -1.249786 -1.992490 1.0 -0.1 -0.7 0.02
H 3.718091 -1.969802 0.524032 -0.3 0.4 0.1 0.00
H 3.554286 -2.010181 3.722242 -0.7 -0.3 -0.2 0.00
C -2.318417 -2.860148 2.418962 -0.5 -0.3 0.8 0.01
C 0.172963 -2.532142 3.614045 -1.1 -0.3 -0.7 0.00
C -1.228945 2.926921 -1.261934 0.1 0.4 1.3 0.00
O -0.234299 -1.396724 -2.233169 0.3 -2.3 0.0 0.07
H -0.405126 3.617274 1.961675 0.0 -0.1 0.1 0.00
H -1.009917 2.173881 -3.681768 0.0 0.2 -0.2 0.00
H 4.273305 -1.251377 2.039049 0.0 0.2 -0.5 0.00
Co 0.513749 -0.888512 -0.292195 -0.5 0.3 -0.6 2.58
H 3.448350 -0.186174 0.844450 0.0 -1.0 0.2 0.00
H 1.698240 -3.061301 5.067000 -0.3 0.4 0.0 0.00
C 1.477703 -2.534168 4.136564 1.0 -0.1 -0.6 0.00
N 0.177984 -2.627088 -1.961494 -0.7 1.9 -1.6 0.00
C -0.519417 3.036069 1.057733 0.0 -0.1 -0.6 0.00
O 1.046913 -2.680809 -1.065812 0.2 -1.2 0.2 0.06
N -0.149399 1.054944 -0.200867 -0.8 1.1 0.6 0.05
C 2.227981 -1.565246 2.052414 -0.3 -0.6 0.3 0.01
C -2.119307 -3.376317 3.727735 0.9 1.0 -0.6 0.00
Cl 1.741208 0.904272 -3.494731 0.1 0.2 -0.2 0.02
C -1.753615 3.659547 -2.448165 -0.2 0.3 -1.9 0.00
```
Forces are in eV/Å.


Computed, not measured: a molecular structure, C27H33EuN3P2Se at a distorted geometry, with wB97M-V/def2-TZVPD.

Output
HOMO energy (spin up / spin down) (Ha): -0.2535 / -0.3351
Molar mass (g/mol): 692.45
Spin multiplicity: 7
DFT total energy (eV): -136240.50453
ΔE to the lowest compared entry with this formula, charge and spin (kJ/mol): 1104.57
Charge: +1

```
67
Properties=species:S:1:pos:R:3:forces:R:3:lowdin_spin:R:1
H -1.490183 5.772129 5.036020 -0.2 -0.1 0.2 0.00
H -1.607905 -1.483250 -5.076344 1.4 -1.3 -0.4 0.01
H 3.646887 2.388727 -1.243913 -0.2 -0.1 0.0 0.00
Se -0.519648 2.584180 0.473079 -1.0 -1.5 1.2 -0.01
H -1.687732 -3.645665 1.272670 -0.2 -0.2 -0.1 0.00
C -0.645613 -2.013846 -4.737807 -2.7 2.0 0.3 0.21
C 0.132227 -3.123315 -2.776319 -0.9 -0.4 1.7 0.02
C -0.631646 5.226673 2.397528 0.0 0.2 0.3 0.00
N -0.996798 3.942115 2.950597 0.2 0.9 0.9 0.11
C 2.545655 -0.560112 -3.521840 0.1 -0.3 0.2 0.03
H 1.051575 0.012061 -1.181192 0.2 0.1 0.2 0.00
H 4.329975 -0.221931 -2.277780 0.1 0.1 -0.1 0.00
C 0.468824 -1.172526 -4.693856 -0.4 1.2 -1.2 0.02
C 2.798280 0.416354 -4.475452 0.1 0.0 -0.2 0.09
N 1.092833 -2.229813 -2.698767 2.4 -0.8 1.7 0.09
H -1.704017 0.862882 2.978182 0.5 0.2 0.5 0.01
C -2.520335 4.296179 6.315092 0.3 0.0 -0.3 0.01
C 0.569865 0.066263 -5.416435 0.4 0.1 0.3 0.09
C -2.576312 1.987910 5.469713 0.5 0.9 0.1 0.02
H 1.744455 -2.286022 1.996247 -0.3 0.0 0.1 0.00
C 0.676189 -3.667246 -0.354132 -0.2 -0.3 -1.7 0.00
H 1.937785 2.691129 -0.777576 0.3 0.0 -0.1 0.00
C 0.647086 -2.297585 2.052445 -0.2 0.2 0.2 0.01
H -2.798964 5.011429 7.092868 0.1 -0.3 -0.3 0.00
H 3.797386 0.670933 0.891840 -0.2 -0.2 0.0 0.00
C 1.778151 0.752139 -5.397631 0.6 0.0 0.1 0.02
C -1.840232 2.459319 4.384152 -1.3 -1.8 0.3 -0.01
C 1.420697 -1.428613 -3.693988 0.5 1.6 0.5 0.03
H -1.522310 5.847591 2.221139 0.2 -0.2 0.0 0.00
C -0.861539 -2.986394 -3.752423 -1.9 -0.6 -0.7 0.01
C 2.602888 2.096319 -1.414966 0.0 0.5 0.3 0.00
H -3.076965 -3.292747 -3.942538 0.8 -0.4 -0.6 0.00
H -2.362530 -2.865818 -0.191304 0.1 0.0 0.0 0.00
H 2.102723 0.360735 1.363568 0.2 0.0 0.0 0.00
H -0.308022 0.598680 -5.825068 0.5 -1.0 -0.3 0.00
C -1.044450 2.773697 2.254435 0.8 0.4 -0.9 0.34
H -1.399221 0.776545 -0.657486 0.8 0.4 -3.5 -0.02
C -2.160678 -4.719247 -2.635676 0.4 -0.5 0.4 0.03
C -1.476471 3.761353 4.247613 0.0 2.4 -0.6 -0.01
H -1.105661 -5.780641 -1.000015 -0.3 0.8 -0.4 0.01
H 1.733547 -3.457048 -0.574495 -0.2 0.1 0.1 0.00
H 1.995506 1.565665 -6.093732 -0.4 -0.1 0.3 0.00
H 3.151280 -0.998705 0.833493 -0.1 0.3 -0.2 0.00
C -1.771740 -2.706093 0.722373 -0.1 -0.1 0.6 0.00
C 2.907420 0.060745 0.682046 0.1 0.2 0.6 0.00
H 3.782525 0.918031 -4.484699 -0.7 0.0 0.0 0.01
H -3.464504 2.652807 7.333819 0.2 0.1 -0.3 0.00
H 0.607590 -4.477805 0.374920 -0.2 0.1 0.1 0.00
H 2.342148 2.260803 -2.464799 0.0 -0.2 0.1 0.00
H 0.293138 -3.250101 2.471176 0.3 0.2 0.1 0.00
P 2.390680 0.380600 -0.988906 0.2 -0.8 -1.7 0.01
C -1.793980 4.743277 5.195063 -0.1 -0.9 0.3 0.04
Eu -2.057785 0.064378 0.664098 -0.1 0.6 1.7 4.42
H 0.013162 5.746838 3.115963 -0.1 -0.1 -0.3 0.00
C -2.117905 -3.669582 -3.547265 0.4 0.1 0.4 0.08
C -0.090396 -3.976089 -1.642067 0.6 0.1 0.0 0.04
C -2.899474 2.951588 6.450615 0.1 -0.2 -0.1 0.03
H -2.859368 0.945677 5.525564 -0.2 0.1 0.2 0.00
C -1.110276 -4.918221 -1.700729 -0.3 -0.1 0.0 0.09
H -0.098745 5.082664 1.454144 -0.1 0.1 0.3 0.00
H -2.345823 -2.058389 1.442205 0.2 -0.6 -0.2 0.00
N -1.582882 1.851213 3.139999 -0.4 -0.9 -0.1 0.08
H -2.997220 -5.425814 -2.597374 0.1 0.5 -0.1 0.00
H 0.310662 -1.461519 2.683545 0.2 -0.2 0.1 0.01
P -0.046339 -2.117655 0.367835 0.0 -0.2 0.1 0.02
C 3.324416 -0.634384 -2.208525 -0.5 0.0 -0.2 0.00
H 3.378110 -1.653454 -1.808943 -0.1 0.1 -0.1 0.00
```
Forces are in eV/Å.


Computed, not measured: a molecular structure, C7H12BNO2 at a distorted geometry, with wB97M-V/def2-TZVPD.

Output
HOMO energy (spin up / spin down) (Ha): -0.2735 / -0.2736
Molar mass (g/mol): 152.99
Spin multiplicity: 1
DFT total energy (eV): -13711.22805
ΔE to the lowest compared entry with this formula, charge and spin (kJ/mol): 535.56

```
23
Properties=species:S:1:pos:R:3:forces:R:3:nbo_charge:R:1
C -3.826064 1.514008 -0.334708 -1.9 0.8 1.4 -0.77
O -3.387227 -0.956295 -0.468700 -0.4 3.9 0.4 -0.56
H -3.221908 2.493114 -0.213003 -1.0 -2.0 -0.3 0.25
H 1.618736 -1.927837 0.085688 -1.3 0.1 -0.6 0.20
C 3.635715 -0.714840 0.296385 1.8 -0.3 -1.7 -0.72
H -4.498801 1.342807 0.560621 1.0 0.6 0.0 0.26
C 2.782836 0.401280 -0.066090 0.5 3.2 -1.6 0.70
N 1.409802 0.109542 -0.194145 -1.3 0.7 -0.4 -0.44
B -1.029642 0.371224 0.137213 -0.2 -0.5 -0.4 -0.12
H 0.680516 -1.440235 -1.346155 0.1 -0.6 -3.6 0.19
H -4.709316 1.596216 -1.003444 1.0 -0.1 -0.6 0.25
H 0.802649 2.127533 -0.291265 -0.5 -2.0 0.6 0.23
H -1.112018 -1.982274 -0.091081 -0.7 -0.1 -0.1 0.24
H 3.190971 -1.034085 1.171889 -0.8 -1.8 1.8 0.24
H -1.221338 0.978789 1.144197 -0.2 0.3 0.7 0.03
C 0.440897 1.032246 -0.176897 -0.7 1.2 -1.0 0.12
C -3.083775 0.233597 -0.339716 3.8 -2.8 -0.9 0.59
O 3.186928 1.543492 -0.255379 -0.6 -1.4 0.5 -0.54
C 0.845946 -1.253289 -0.369980 1.1 0.4 4.2 -0.20
H 4.629081 -0.365407 0.581653 -0.1 0.1 -0.4 0.25
H -0.302278 -1.438725 1.419031 -0.8 0.5 -1.7 0.20
H 3.694105 -1.462282 -0.545771 -0.1 0.5 1.2 0.25
C -0.525811 -1.168585 0.299662 1.3 -0.8 2.5 -0.66
```
Forces are in eV/Å.